(1)
DFT (ωB97M-V/def2-TZVPD) results for a structure of composition C52H48BrMoN7O3S3.

```
! wB97M-V def2-TZVPD RIJCOSX def2/J DEFGRID3
* xyz 2 3
Mo 0.427 -0.870 0.213
O 3.877 -2.712 0.990
C 2.733 -2.674 0.644
N 1.648 -2.134 1.361
C 1.598 -2.204 2.728
O 2.179 -2.977 3.451
C 0.588 -1.229 3.266
C 0.429 -0.990 4.613
C -0.615 -0.170 5.018
C -1.481 0.331 4.056
C -1.234 0.069 2.723
N -0.187 -0.671 2.328
C 2.216 -3.199 -0.665
C 2.925 -4.065 -1.463
C 2.255 -4.669 -2.521
C 0.906 -4.407 -2.696
C 0.279 -3.491 -1.866
N 0.935 -2.864 -0.892
H 1.118 -1.457 5.307
H -0.761 0.063 6.065
H -2.331 0.943 4.326
H -1.877 0.452 1.948
H 3.963 -4.269 -1.231
H 2.774 -5.355 -3.179
H 0.330 -4.903 -3.467
H -0.772 -3.264 -1.969
C -3.270 6.539 -0.380
C -3.518 5.609 0.820
C -5.015 5.279 0.914
C -3.096 6.335 2.099
C -2.717 4.322 0.611
C -1.628 3.980 1.385
C -0.933 2.810 1.128
Br 0.571 2.542 2.264
C -1.265 1.918 0.105
O -0.591 0.722 -0.041
C -2.340 2.293 -0.746
C -3.026 3.462 -0.439
C -2.697 1.576 -2.063
C -1.549 1.878 -3.044
C -2.898 0.067 -1.900
C -3.992 2.102 -2.695
H -3.771 7.498 -0.224
H -3.653 6.105 -1.308
H -2.201 6.730 -0.508
H -5.583 6.189 1.129
H -5.208 4.562 1.718
H -5.405 4.861 -0.017
H -3.721 7.219 2.236
H -2.056 6.673 2.053
H -3.219 5.700 2.983
H -1.298 4.609 2.201
H -3.857 3.736 -1.073
H -0.579 1.628 -2.612
H -1.532 2.947 -3.276
H -1.681 1.327 -3.981
H -2.032 -0.413 -1.473
H -3.096 -0.390 -2.875
H -3.753 -0.144 -1.252
H -3.912 3.146 -3.001
H -4.848 1.994 -2.023
H -4.199 1.518 -3.596
S 6.316 2.265 2.999
C 6.243 2.236 4.699
C 5.107 1.639 5.148
C 4.281 1.197 4.082
C 4.803 1.462 2.845
C 4.207 1.177 1.533
C 2.976 0.510 1.473
N 2.327 0.245 0.356
C 2.904 0.604 -0.814
C 4.132 1.255 -0.876
C 4.666 1.590 -2.172
C 4.006 1.271 -3.302
C 2.741 0.582 -3.252
C 2.020 0.193 -4.389
C 0.803 -0.439 -4.259
C 0.357 -0.698 -2.953
N 1.042 -0.402 -1.862
C 2.210 0.262 -2.007
C -0.013 -0.833 -5.418
C 0.147 -0.467 -6.723
C -0.833 -1.024 -7.589
C -1.724 -1.807 -6.926
S -1.383 -1.871 -5.255
C 4.777 1.544 0.331
H 7.048 2.664 5.281
H 4.870 1.518 6.196
H 3.332 0.696 4.240
H 2.507 0.192 2.390
H 5.616 2.110 -2.216
H 4.414 1.530 -4.271
H 2.430 0.401 -5.372
H -0.615 -1.145 -2.799
H 0.930 0.198 -7.069
H -0.871 -0.849 -8.657
H -2.568 -2.350 -7.327
H 5.732 2.060 0.312
C -1.381 -4.651 4.848
C -1.103 -4.768 3.386
C -0.458 -5.818 2.796
C -0.295 -5.800 1.410
N -0.677 -4.753 0.663
C -1.261 -3.716 1.238
S -1.818 -2.312 0.369
N -1.504 -3.760 2.579
C 0.303 -6.958 0.679
H -1.265 -5.614 5.338
H -2.390 -4.277 5.032
H -0.667 -3.955 5.294
H -0.102 -6.644 3.395
H -2.030 -2.988 2.970
H 0.531 -7.791 1.342
H 1.218 -6.639 0.173
H -0.393 -7.287 -0.095
*
```

For the HOMO energy (spin up / spin down), the calculation gives -12.34 / -12.48 eV. The calculation puts the relative energy (zero: lowest compared OMol25 entry of this formula, charge and spin) at 32.0 kJ/mol. The calculation puts the gap between HOMO and LUMO (spin up / spin down) at 0.2535 / 0.2346 Ha.


(2)
DFT (ωB97M-V/def2-TZVPD) results for a structure of composition C52H49F3N8O2SSiY.

```
! wB97M-V def2-TZVPD RIJCOSX def2/J DEFGRID3
* xyz 1 1
Y 0.013 -0.233 1.008
N 2.312 -4.332 2.011
C 1.636 -3.356 1.383
N 1.515 -2.103 1.825
C 2.172 -1.833 3.025
N 1.912 -0.651 3.632
N 1.357 0.203 2.779
C 1.219 1.473 3.171
C 0.777 2.542 2.369
C 0.457 3.731 3.040
C -0.028 4.812 2.302
C -0.014 4.753 0.885
C 0.332 3.528 0.305
N 0.604 2.418 1.021
C 3.077 -2.751 3.621
C 3.705 -2.366 4.821
C 4.221 -3.365 5.653
C 4.380 -4.658 5.148
C 3.882 -5.037 3.897
C 3.145 -4.081 3.151
H 2.128 -5.302 1.737
H 1.110 -3.605 0.471
H 1.427 1.612 4.250
H 0.529 3.745 4.141
H -0.456 5.688 2.787
H -0.246 5.609 0.228
H 0.356 3.404 -0.783
H 3.717 -1.327 5.103
H 4.571 -3.162 6.669
H 4.918 -5.386 5.753
H 3.995 -6.056 3.571
F -2.510 -3.704 2.101
C -2.182 -2.685 1.252
F -1.552 -1.722 2.121
F -3.283 -2.182 0.724
C -1.170 -3.043 0.162
O -0.979 -4.198 -0.112
O -0.614 -1.965 -0.328
N -2.035 0.720 0.881
S -2.571 1.200 2.339
C -3.956 0.129 2.824
C -5.129 0.063 2.043
C -6.083 -0.919 2.267
C -5.934 -1.800 3.359
C -4.804 -1.704 4.172
C -3.820 -0.741 3.901
C -3.463 2.719 2.128
C -4.357 3.041 3.162
C -5.125 4.217 3.087
C -4.994 5.057 1.966
C -4.154 4.674 0.904
C -3.366 3.537 0.997
H -2.375 1.286 0.119
H -5.279 0.787 1.223
H -6.903 -1.025 1.566
H -6.700 -2.566 3.548
H -4.654 -2.343 5.018
H -2.940 -0.689 4.542
H -4.451 2.357 4.012
H -5.803 4.499 3.888
H -5.622 5.908 1.824
H -4.113 5.319 0.011
H -2.671 3.278 0.202
C -2.468 -0.566 -2.698
C -3.045 -0.483 -4.131
N -3.078 0.951 -4.617
C -3.899 1.777 -3.647
C -3.299 1.722 -2.221
N -2.106 0.814 -2.183
C -1.083 1.368 -3.107
C -1.667 1.484 -4.556
H -1.584 -1.222 -2.708
H -3.210 -1.008 -2.033
H -4.065 -0.901 -4.107
H -2.448 -1.041 -4.864
H -4.922 1.371 -3.697
H -3.918 2.810 -4.047
H -4.071 1.355 -1.536
H -3.020 2.710 -1.913
H -0.248 0.696 -3.094
H -0.738 2.356 -2.765
H -1.066 0.901 -5.267
H -1.699 2.508 -4.922
C 2.618 3.517 -4.065
C 2.747 3.493 -2.664
C 2.765 2.274 -1.998
C 2.585 1.036 -2.678
C 2.504 1.078 -4.078
C 2.455 2.316 -4.762
Si 2.529 -0.555 -1.595
C 2.279 -1.947 -2.867
C 1.083 -1.947 -3.636
C 0.761 -3.019 -4.471
C 1.591 -4.149 -4.557
C 2.806 -4.110 -3.854
C 3.153 -3.045 -3.015
C 4.337 -0.736 -0.992
C 5.400 0.091 -1.407
C 6.681 -0.135 -0.895
C 6.935 -1.105 0.092
C 5.845 -1.901 0.524
C 4.586 -1.754 -0.061
H 2.634 4.468 -4.589
H 2.829 4.414 -2.093
H 2.865 2.236 -0.918
H 2.511 0.164 -4.659
H 2.393 2.335 -5.839
H 0.397 -1.089 -3.608
H -0.096 -2.941 -5.110
H 1.283 -5.046 -5.085
H 3.541 -4.898 -3.982
H 4.098 -3.055 -2.448
H 5.199 0.883 -2.137
H 7.498 0.436 -1.316
H 7.950 -1.250 0.469
H 5.951 -2.630 1.320
H 3.789 -2.450 0.207
*
```

For the HOMO energy (spin up / spin down), the calculation gives -7.99 / -7.99 eV. The calculation puts the relative energy (zero: lowest compared OMol25 entry of this formula, charge and spin) at 0.0 kJ/mol. The calculation puts the gap between HOMO and LUMO (spin up / spin down) at 0.1430 / 0.1429 Ha.


(3)
DFT (ωB97M-V/def2-TZVPD) results for a structure of composition C52H49F9NNaO4P2STe.

```
! wB97M-V def2-TZVPD RIJCOSX def2/J DEFGRID3
* xyz -2 1
Na 0.198 0.330 0.410
C 1.593 2.456 -1.979
P 2.594 2.010 -0.504
C 4.273 1.812 -1.219
C 4.538 1.778 -2.585
C 5.845 1.677 -3.049
C 6.903 1.598 -2.156
C 6.646 1.592 -0.789
C 5.342 1.688 -0.328
C 2.779 3.666 0.270
C 1.971 3.939 1.372
C 2.003 5.186 1.982
C 2.857 6.169 1.504
C 3.673 5.905 0.410
C 3.631 4.663 -0.204
C 1.107 1.215 -2.670
C 0.940 0.979 -4.028
C 0.459 -0.351 -4.135
C 0.380 -0.830 -2.834
C 0.064 -2.218 -2.354
P 1.206 -2.551 -0.931
C 0.872 -4.333 -0.614
C -0.444 -4.787 -0.495
C -0.728 -6.095 -0.132
C 0.304 -6.986 0.131
C 1.617 -6.548 0.031
C 1.896 -5.240 -0.337
C 2.784 -2.671 -1.858
C 3.807 -1.804 -1.490
C 5.029 -1.826 -2.152
C 5.232 -2.714 -3.196
C 4.214 -3.581 -3.577
C 2.999 -3.558 -2.912
N 0.773 0.117 -1.936
H 2.147 3.115 -2.655
H 0.772 3.050 -1.568
H 3.720 1.814 -3.294
H 6.031 1.650 -4.116
H 7.921 1.521 -2.520
H 7.462 1.510 -0.081
H 5.143 1.683 0.739
H 1.303 3.177 1.759
H 1.356 5.377 2.828
H 2.886 7.142 1.981
H 4.341 6.672 0.034
H 4.269 4.463 -1.058
H 1.139 1.672 -4.834
H 0.246 -0.902 -5.042
H 0.203 -2.951 -3.154
H -0.968 -2.325 -1.996
H -1.263 -4.104 -0.678
H -1.760 -6.415 -0.046
H 0.086 -8.006 0.422
H 2.433 -7.228 0.246
H 2.927 -4.915 -0.403
H 3.637 -1.105 -0.681
H 5.810 -1.140 -1.853
H 6.182 -2.730 -3.719
H 4.368 -4.275 -4.396
H 2.211 -4.243 -3.206
C -4.438 -0.564 -3.491
C -3.316 -1.141 -2.648
S -3.211 -0.278 -1.019
O -4.481 0.489 -0.870
C -3.367 -1.737 0.064
C -4.800 -2.215 0.184
H -4.466 -1.070 -4.458
H -4.287 0.502 -3.662
H -5.402 -0.679 -2.996
H -2.342 -0.983 -3.118
H -3.449 -2.214 -2.486
H -2.967 -1.421 1.030
H -2.702 -2.501 -0.344
H -5.167 -2.623 -0.762
H -4.872 -2.990 0.949
H -5.443 -1.382 0.466
Te -2.501 1.602 2.137
C -3.563 0.295 3.604
C -4.776 0.712 4.157
C -5.531 -0.125 4.969
C -5.091 -1.416 5.235
C -3.897 -1.856 4.682
C -3.146 -1.006 3.875
C -1.712 2.777 3.724
C -1.446 4.129 3.505
C -0.928 4.917 4.524
C -0.653 4.371 5.771
C -0.903 3.024 5.988
C -1.427 2.233 4.974
H -5.136 1.714 3.944
H -6.467 0.225 5.391
H -5.677 -2.075 5.867
H -3.543 -2.862 4.879
H -2.213 -1.363 3.456
H -1.639 4.564 2.531
H -0.736 5.968 4.337
H -0.240 4.987 6.562
H -0.674 2.575 6.948
H -1.597 1.182 5.157
F 0.084 -0.760 4.969
C 0.837 -1.625 4.265
F 1.620 -2.274 5.162
F 0.010 -2.543 3.748
C 1.629 -0.883 3.131
O 0.861 -0.586 2.111
C 2.817 -1.826 2.712
F 3.397 -1.403 1.586
F 2.377 -3.078 2.485
F 3.804 -1.924 3.638
C 2.259 0.412 3.763
F 1.353 1.389 3.848
F 3.273 0.873 3.000
F 2.768 0.235 5.008
C -1.787 2.647 -1.866
O -1.362 2.284 -0.554
C -1.505 3.236 0.484
O -1.645 4.401 0.173
H -1.381 1.899 -2.547
H -1.428 3.639 -2.141
H -2.881 2.649 -1.907
*
```

For the HOMO energy, the calculation gives -1.91 eV. The calculation puts the relative energy (zero: lowest compared OMol25 entry of this formula, charge and spin) at 7.1 kJ/mol. The calculation puts the gap between HOMO and LUMO at 0.2036 Ha.


(4)
DFT (ωB97M-V/def2-TZVPD) results for a structure of composition C52H49MnN8O4S2Sb.

```
! wB97M-V def2-TZVPD RIJCOSX def2/J DEFGRID3
* xyz 1 5
Mn 0.445 -0.014 1.058
O 1.056 -0.072 5.003
C 1.480 -0.002 3.876
O 0.627 -0.005 2.855
C 2.946 0.070 3.575
C 3.781 -0.005 4.693
C 5.155 0.025 4.576
C 5.723 0.128 3.312
C 4.916 0.206 2.193
C 3.522 0.186 2.304
S 2.692 0.367 0.749
H 3.305 -0.092 5.660
H 5.778 -0.033 5.457
H 6.799 0.148 3.195
H 5.360 0.293 1.210
C 1.265 5.015 -1.331
N 0.991 4.102 -0.237
C 0.180 3.051 -0.217
N 0.310 2.396 0.917
C 1.239 3.130 1.590
N 1.673 4.176 0.931
C 1.588 4.278 -2.608
C 1.138 4.811 -3.810
C 1.479 4.217 -5.016
C 2.264 3.078 -5.025
C 2.704 2.527 -3.821
C 2.369 3.126 -2.613
C 3.551 1.332 -3.922
N 4.299 1.037 -4.921
N 4.877 -0.192 -4.631
C 4.432 -0.541 -3.479
O 3.578 0.383 -2.942
C 4.738 -1.806 -2.797
C 6.006 -2.344 -2.989
C 6.313 -3.582 -2.448
C 5.355 -4.282 -1.734
C 4.078 -3.760 -1.552
C 3.070 -4.632 -0.841
N 1.978 -3.879 -0.250
C 2.041 -2.737 0.419
N 0.831 -2.373 0.811
C 0.048 -3.391 0.356
N 0.697 -4.319 -0.307
C 3.779 -2.508 -2.073
H 2.107 5.621 -0.997
H 0.415 5.681 -1.481
H -0.470 2.794 -1.039
H 1.600 2.872 2.572
H 0.527 5.705 -3.804
H 1.134 4.643 -5.948
H 2.550 2.605 -5.955
H 2.730 2.701 -1.681
H 6.735 -1.788 -3.562
H 7.300 -4.002 -2.585
H 5.600 -5.252 -1.317
H 3.573 -5.209 -0.065
H 2.602 -5.341 -1.525
H 2.954 -2.194 0.593
H -1.012 -3.456 0.540
H 2.797 -2.077 -1.939
O 0.001 -0.142 -0.903
S 0.398 0.314 -2.306
C 0.369 -1.183 -3.332
C -0.928 -1.178 -4.135
C -1.249 0.291 -4.402
C -1.111 0.982 -3.048
H 0.484 -2.018 -2.643
H 1.251 -1.121 -3.968
H -1.732 -1.627 -3.548
H -0.815 -1.754 -5.053
H -2.253 0.432 -4.800
H -0.545 0.717 -5.120
H -1.915 0.704 -2.360
H -1.013 2.065 -3.111
C -5.335 1.374 0.011
C -4.691 0.171 -0.625
C -5.349 -0.400 -1.719
C -4.909 -1.565 -2.321
C -3.763 -2.189 -1.845
C -3.078 -1.615 -0.788
C -3.528 -0.449 -0.159
Sb -2.260 -0.036 1.523
C -2.868 1.749 2.485
C -2.763 2.884 1.679
C -3.077 4.142 2.162
C -3.489 4.268 3.481
C -3.554 3.150 4.295
C -3.232 1.874 3.829
C -3.248 0.723 4.801
C -2.784 -1.705 2.712
C -1.720 -2.384 3.306
C -1.946 -3.527 4.059
C -3.242 -3.993 4.214
C -4.300 -3.308 3.633
C -4.097 -2.156 2.880
C -5.287 -1.444 2.293
H -5.609 2.108 -0.748
H -4.704 1.862 0.746
H -6.257 1.080 0.517
H -6.250 0.079 -2.084
H -5.464 -1.992 -3.145
H -3.405 -3.108 -2.293
H -2.165 -2.090 -0.447
H -2.445 2.785 0.646
H -3.000 5.010 1.522
H -3.743 5.240 3.882
H -3.845 3.263 5.332
H -3.351 1.098 5.818
H -2.325 0.143 4.755
H -4.078 0.040 4.613
H -0.709 -2.009 3.204
H -1.116 -4.039 4.529
H -3.436 -4.882 4.800
H -5.312 -3.668 3.776
H -6.165 -1.595 2.920
H -5.520 -1.820 1.294
H -5.122 -0.367 2.208
*
```

For the HOMO energy (spin up / spin down), the calculation gives -10.17 / -10.29 eV. The calculation puts the relative energy (zero: lowest compared OMol25 entry of this formula, charge and spin) at 0.0 kJ/mol. The calculation puts the gap between HOMO and LUMO (spin up / spin down) at 0.2345 / 0.2972 Ha.


F_max list, top to bottom, in eV/A: 1.44 4.55 0.80 0.77
Energy list, top to bottom, in hartree: -6455.8644 -3624.8962 -4776.7624 -4937.4478